# 1
{
  "formula": "C4H8N2",
  "method": "ωB97M-V with the def2-TZVPD basis set",
  "spin_multiplicity": 1,
  "charge": 0,
  "homo_lumo_gap_ha": 0.419,
  "lumo_energy_ha": 0.0330,
  "elements": ["C", "N", "C", "C", "C", "N", "H", "H", "H", "H", "H", "H", "H", "H"],
  "xyz": [[-0.908, 0.873, 1.576], [-0.100, 0.214, 0.568], [0.320, 0.888, -0.421], [1.148, 0.284, -1.512], [-0.745, -3.579, -0.393], [-0.437, -2.537, 0.048], [-1.090, 1.934, 1.355], [-0.410, 0.786, 2.547], [-1.868, 0.353, 1.654], [-0.214, -1.580, 0.367], [0.077, 1.957, -0.512], [0.618, 0.350, -2.468], [2.089, 0.837, -1.620], [1.370, -0.765, -1.301]],
  "lowdin_charge": [-0.12, -0.08, -0.22, -0.07, -0.12, 0.02, 0.07, 0.08, 0.08, 0.00, 0.12, 0.08, 0.08, 0.07]
}

# 2
{
  "formula": "C4H8N2",
  "method": "ωB97M-V with the def2-TZVPD basis set",
  "spin_multiplicity": 1,
  "charge": 0,
  "homo_lumo_gap_ha": [0.283, 0.283],
  "lumo_energy_ha": [-0.0349, -0.0349],
  "elements": ["C", "N", "C", "C", "C", "N", "H", "H", "H", "H", "H", "H", "H", "H"],
  "xyz": [[-0.387, 1.351, 0.355], [-0.448, 0.044, -0.242], [-1.347, -0.896, 0.291], [0.775, -0.463, -0.756], [2.031, -0.230, -0.152], [2.676, 0.103, 0.770], [-1.336, 1.546, 0.861], [-0.262, 2.102, -0.430], [0.444, 1.439, 1.062], [-1.106, -1.046, 1.345], [-1.297, -1.851, -0.259], [-2.317, -0.429, 0.197], [0.610, -0.319, -1.766], [1.963, -1.351, -1.278]],
  "lowdin_charge": [-0.06, -0.29, -0.10, -0.21, -0.35, 0.15, 0.09, 0.09, 0.08, 0.09, 0.10, 0.08, 0.07, 0.25]
}

# 3
{
  "formula": "C4H8N2",
  "method": "ωB97M-V with the def2-TZVPD basis set",
  "spin_multiplicity": 1,
  "charge": 0,
  "homo_lumo_gap_ha": [0.248, 0.248],
  "lumo_energy_ha": [0.0121, 0.0121],
  "elements": ["C", "N", "C", "C", "C", "N", "H", "H", "H", "H", "H", "H", "H", "H"],
  "xyz": [[2.278, -0.163, 0.142], [1.590, 0.596, -0.609], [-0.513, -1.846, 0.541], [-1.078, -0.732, 0.948], [-2.009, 1.049, -0.446], [-1.007, 0.460, 0.116], [2.001, 0.815, -1.511], [0.019, 0.545, -0.321], [0.090, -1.847, -0.368], [1.946, -0.382, 1.148], [3.304, -0.467, -0.058], [-1.744, -0.620, 1.794], [-3.007, 0.953, -0.036], [-1.869, 1.638, -1.340]],
  "lowdin_charge": [-0.05, 0.02, -0.08, -0.37, 0.05, -0.04, 0.08, 0.08, -0.05, 0.07, 0.08, 0.06, 0.08, 0.08]
}

ΔE to the lowest compared entry with this formula, charge and spin per entry: 146.0; 564.1; 525.8 kJ/mol
Largest force on an atom per entry: 0.0251; 0.0552; 0.0428 hartree/bohr